(1)
C47H42N11Sn | ωB97M-V/def2-TZVPD

Computed properties:
**Spin multiplicity**: 1
**HOMO-LUMO gap**: 7.1 eV
**LUMO energy**: -2.474 eV
**Largest force on an atom**: 0.39 eV Å⁻¹
**Total energy**: -2632.687995 Eh
**Total charge**: +1
**HOMO**: -0.352 hartree

Last column: Mulliken charge in e.
CARTESIAN COORDINATES (ANGSTROEM)
Sn  -0.095  -0.570  -0.222  0.5141
C  -1.459  1.551  3.902  -0.6432
C  -2.587  2.301  3.578  -0.6041
C  -2.811  2.633  2.261  -0.6918
C  -1.909  2.198  1.281  -0.0736
N  -0.844  1.458  1.589  0.3352
C  -0.624  1.159  2.875  -0.5774
N  -2.173  2.592  -0.029  -0.1885
C  -1.536  2.246  -1.082  -0.4535
N  -0.506  1.313  -1.323  0.8111
C  -0.082  1.493  -2.637  -0.2428
N  0.942  1.040  -3.272  -0.3752
C  1.896  0.170  -2.788  -0.0045
C  3.055  0.019  -3.568  -0.8123
C  4.033  -0.869  -3.191  -0.5912
C  3.862  -1.613  -2.022  -0.9633
C  2.716  -1.410  -1.298  -0.4163
N  1.749  -0.548  -1.663  1.0340
C  -0.985  2.452  -3.314  -0.0236
C  -1.006  2.914  -4.615  -0.2265
C  -1.987  3.843  -4.943  -0.6975
C  -2.894  4.299  -3.984  -0.7138
C  -2.843  3.841  -2.672  -0.3041
C  -1.876  2.904  -2.368  0.2013
H  -1.236  1.281  4.927  0.5007
H  -3.274  2.622  4.351  0.4597
H  -3.661  3.228  1.952  0.5616
H  0.266  0.568  3.067  0.6107
H  3.132  0.620  -4.464  0.5770
H  4.919  -0.998  -3.798  0.4337
H  4.601  -2.327  -1.685  0.5071
H  2.541  -1.946  -0.368  0.4185
H  -0.286  2.562  -5.344  0.5471
H  -2.048  4.224  -5.955  0.4274
H  -3.642  5.029  -4.268  0.4348
H  -3.524  4.203  -1.912  0.5631
N  -1.932  -1.687  2.736  0.2577
C  -3.214  -1.110  2.803  0.4548
C  -3.936  -1.118  3.972  -0.5087
C  -5.250  -0.613  4.031  -0.8792
C  -5.843  -0.097  2.915  -0.8525
C  -5.131  -0.071  1.695  0.8795
C  -5.703  0.445  0.506  -1.0482
C  -4.994  0.420  -0.652  -1.2825
C  -3.682  -0.104  -0.629  -0.1742
N  -3.092  -0.557  0.452  1.0977
C  -3.811  -0.572  1.623  -0.1577
H  -1.294  -1.190  2.119  -0.9396
H  -1.517  -1.777  3.652  0.4332
H  -3.475  -1.517  4.872  0.3947
H  -5.788  -0.639  4.971  0.4045
H  -6.852  0.299  2.949  0.4466
H  -6.707  0.853  0.541  0.4306
H  -5.397  0.807  -1.580  0.5149
H  -3.107  -0.159  -1.551  0.3133
C  3.966  2.478  0.635  -1.1150
C  2.691  1.941  0.629  -0.1571
N  2.415  0.733  1.135  0.3582
C  3.406  0.045  1.686  -0.2331
C  4.715  0.506  1.778  0.3329
C  4.992  1.742  1.209  -0.5229
C  5.789  -0.306  2.396  -0.9420
C  5.840  -0.867  3.606  -0.6717
C  4.893  -0.768  4.741  1.0596
C  5.213  -1.399  5.938  -0.7158
C  4.323  -1.276  6.988  -0.1636
N  3.195  -0.574  6.890  -0.5796
C  2.986  0.003  5.710  -0.2269
N  3.764  -0.060  4.634  -0.2704
H  4.152  3.453  0.204  0.4740
H  1.851  2.481  0.200  0.3328
H  3.148  -0.929  2.096  0.4910
H  6.003  2.135  1.239  0.5279
H  6.659  -0.455  1.762  0.4242
H  6.730  -1.444  3.837  0.2724
H  6.129  -1.967  6.042  0.3603
H  4.515  -1.753  7.944  0.4018
H  2.080  0.593  5.614  0.5043
C  -0.079  -4.571  0.382  -0.6884
N  -1.551  -4.762  0.224  0.1909
C  -2.161  -5.371  1.436  -0.7744
C  -2.205  -3.434  -0.124  -0.2784
C  -1.923  -3.076  -1.558  0.8192
C  -2.509  -3.889  -2.533  -0.7194
C  -2.230  -3.697  -3.875  -0.9338
C  -1.350  -2.681  -4.226  -1.0122
C  -0.784  -1.874  -3.244  -0.3503
C  -1.054  -2.021  -1.872  0.4267
H  0.404  -5.540  0.478  0.3901
H  0.080  -3.969  1.273  0.3258
H  0.293  -4.044  -0.493  0.2868
H  -1.699  -5.372  -0.578  0.4607
H  -2.052  -4.661  2.254  0.2777
H  -1.654  -6.303  1.672  0.3569
H  -3.215  -5.555  1.250  0.3558
H  -1.780  -2.718  0.566  -0.4717
H  -3.271  -3.539  0.083  0.5406
H  -3.213  -4.670  -2.245  0.4557
H  -2.692  -4.319  -4.630  0.3992
H  -1.112  -2.506  -5.269  0.4740
H  -0.119  -1.096  -3.587  0.4085

(2)
C16H25N2ORe | ωB97M-V/def2-TZVPD

Computed properties:
**Spin multiplicity**: 4
**HOMO-LUMO gap (alpha / beta)**: 6.9 / 6.7 eV
**LUMO energy (alpha / beta)**: -2.194 / -4.500 eV
**Largest force on an atom**: 2.85 eV Å⁻¹
**Total energy**: -887.352888 Eh
**⟨S²⟩**: 3.76
**Total charge**: +1
**HOMO (alpha / beta)**: -0.333 / -0.412 hartree

Last column: Mulliken charge in e.
CARTESIAN COORDINATES (ANGSTROEM)
C  -0.224  0.716  -4.139  1.0700
C  0.357  2.064  -4.026  -1.3172
C  0.612  -0.401  -4.599  -1.2704
C  -1.686  0.563  -4.074  -1.3440
H  0.678  -0.443  -5.703  0.3756
H  0.213  -1.377  -4.281  0.2951
H  1.647  -0.318  -4.236  0.2861
H  0.348  2.596  -4.997  0.3435
H  1.406  2.040  -3.693  0.3060
H  -0.210  2.694  -3.324  0.3256
H  -2.161  0.739  -5.058  0.3601
H  -2.141  1.287  -3.381  0.3151
H  -1.985  -0.448  -3.761  0.3014
C  2.390  -0.211  1.517  -0.2653
C  2.309  -1.013  0.325  -1.1128
C  1.874  -0.160  -0.762  0.0264
H  2.594  -2.061  0.256  0.4875
C  1.749  1.176  -0.249  -0.7993
C  2.057  1.147  1.146  -0.5261
H  2.068  1.994  1.811  0.4359
H  2.676  -0.546  2.511  0.4150
H  1.774  -0.417  -1.814  0.6371
H  1.493  2.043  -0.843  0.4343
C  -1.791  -1.030  0.955  -0.2907
C  -0.851  -2.061  1.335  -0.2709
C  -0.043  -2.351  0.183  -1.4471
H  -0.813  -2.587  2.291  0.4132
C  -0.483  -1.512  -0.892  0.2690
C  -1.544  -0.677  -0.412  -0.8368
H  -2.099  0.045  -1.005  0.3823
H  -2.599  -0.665  1.581  0.4284
H  0.704  -3.140  0.138  0.5538
H  -0.172  -1.601  -1.935  0.5458
Re  0.336  -0.315  0.710  1.4717
C  -2.255  -0.390  4.542  -0.7002
N  -1.074  0.412  4.772  -0.2129
C  -0.138  0.722  3.849  0.6379
N  0.974  1.302  4.345  -0.3403
O  -0.329  0.560  2.607  -0.6778
H  -2.172  -0.941  3.602  0.0966
H  -3.155  0.236  4.527  0.2687
H  -2.359  -1.105  5.365  0.3596
H  -0.841  0.639  5.731  0.1974
H  1.764  1.474  3.744  0.1836
H  1.102  1.320  5.345  0.1891

(3)
C5H24NO7 | ωB97M-V/def2-TZVPD

Computed properties:
**Spin multiplicity**: 1
**HOMO-LUMO gap**: 10.7 eV
**LUMO energy**: -2.606 eV
**Largest force on an atom**: 6.02 eV Å⁻¹
**ΔE to the lowest compared entry with this formula, charge and spin**: 338.76 kJ/mol
**Total energy**: -786.010435 Eh
**Total charge**: +1
**HOMO**: -0.491 hartree

Last column: Mulliken charge in e.
CARTESIAN COORDINATES (ANGSTROEM)
C  1.139  2.920  1.092  -0.4472
O  1.834  3.007  -0.116  -0.5700
C  1.212  1.418  1.535  -0.6479
C  -0.176  0.953  1.892  -0.3466
C  -0.359  -0.548  1.859  0.3824
C  -0.993  -1.130  2.908  -1.0201
N  -0.032  -1.220  0.535  0.2085
H  1.536  3.512  1.863  0.3455
H  0.086  3.109  0.754  0.3383
H  1.579  3.914  -0.501  0.3436
H  2.027  1.252  2.307  0.3152
H  1.759  0.815  0.768  0.1507
H  -0.404  1.245  3.013  0.2836
H  -1.049  1.261  1.219  0.2459
H  -1.185  -0.476  3.738  0.2843
H  -1.261  -2.134  3.409  0.2919
H  0.806  -0.801  0.050  0.0886
H  -0.805  -1.252  -0.083  0.1638
H  0.182  -2.260  0.568  0.5537
H  1.383  2.406  -2.281  0.3213
H  1.428  2.221  -3.807  0.3099
O  1.142  1.772  -2.946  -0.6038
H  -1.244  -3.964  -1.815  0.2734
H  -2.407  -3.375  -1.171  0.2963
O  -1.418  -3.155  -1.324  -0.5489
H  0.538  -1.056  -2.334  0.2982
H  1.539  -0.025  -1.814  0.3437
O  1.433  -1.011  -2.215  -0.6582
H  -1.226  0.531  -2.574  0.2854
H  -2.422  -0.619  -2.661  0.2898
O  -1.545  -0.330  -2.295  -0.5728
H  -3.229  0.724  1.134  0.3012
H  -3.199  0.223  -0.342  0.2919
O  -3.160  -0.031  0.520  -0.5902
H  2.152  -2.378  -1.071  0.3554
H  2.524  -2.872  0.364  0.2599
O  1.815  -2.648  -0.179  -0.6168